Record 1
Formula: C5H10O
Source: OMol25
Level of theory: wB97M-V/def2-TZVPD

Properties
E_tot	-7394.3861	eV
maximum force	0.29	eV/Å
energy relative to the best compared isomer or geometry (same formula, charge and spin)	0.379	eV
orbital gap	10.8	eV
LUMO	1.20	eV
SMILES	C[C@H]1CCCO1
highest occupied orbital energy	-9.60	eV

Structure (ORCA input):
```
! wB97M-V def2-TZVPD RIJCOSX def2/J DEFGRID3
* xyz 0 1
C 2.1201 0.1943 0.2737
C 0.6409 0.4075 0.0120
C -0.0703 -0.6571 -0.8185
C -1.5299 -0.2850 -0.5587
C -1.4688 0.2506 0.8914
O -0.0904 0.3732 1.2311
H 2.4172 0.7034 1.1940
H 2.7129 0.6096 -0.5474
H 2.3668 -0.8670 0.3702
H 0.4976 1.3959 -0.4610
H 0.2068 -0.6782 -1.8759
H 0.1590 -1.6323 -0.3726
H -2.2253 -1.1205 -0.6779
H -1.8417 0.5074 -1.2487
H -1.9335 -0.4308 1.6111
H -1.9614 1.2290 0.9773
*
```


Record 2
Formula: C4H7N3
Source: OMol25
Level of theory: wB97M-V/def2-TZVPD

Properties
E_tot	-8731.2104	eV
maximum force	1.23	eV/Å
energy relative to the best compared isomer or geometry (same formula, charge and spin)	0.469	eV
orbital gap	10.3	eV
LUMO	0.74	eV
SMILES	[H]/N=C(\C#N)NCC
highest occupied orbital energy	-9.56	eV

Structure (ORCA input):
```
! wB97M-V def2-TZVPD RIJCOSX def2/J DEFGRID3
* xyz 0 1
C 1.7389 0.4139 0.1001
C 0.3912 1.0719 0.3900
N -0.6344 0.1403 0.8343
C -1.2551 -0.7501 0.0099
N -1.9929 -1.6994 0.4373
C -1.0343 -0.5343 -1.4241
N -0.8996 -0.4676 -2.5721
H 2.4580 1.1486 -0.2774
H 1.6345 -0.3711 -0.6561
H 2.1524 -0.0385 1.0077
H 0.0184 1.5955 -0.4979
H 0.4940 1.8280 1.1729
H -0.6770 -0.1129 1.8097
H -2.3941 -2.2244 -0.3344
*
```


Record 3
Formula: C8H5N2O5Tb
Source: OMol25
Level of theory: wB97M-V/def2-TZVPD

Properties
E_tot	-44008.6717	eV
maximum force	7.63	eV/Å
energy relative to the best compared isomer or geometry (same formula, charge and spin)	0.198	eV
orbital gap (spin up / spin down)	7.8 / 8.1	eV
LUMO (spin up / spin down)	-9.42 / -9.16	eV
highest occupied orbital energy (spin up / spin down)	-17.24 / -17.21	eV

Structure (ORCA input):
```
! wB97M-V def2-TZVPD RIJCOSX def2/J DEFGRID3
* xyz 2 7
O -0.9748 3.0698 -5.6867
C -0.9503 2.4893 -4.6704
Tb -0.4762 0.9478 -0.6577
C -1.0868 1.3698 1.7380
O -1.3250 1.4594 2.8627
C -1.0572 -1.1766 -1.2430
O -1.1541 -2.3372 -1.3393
C 1.7575 0.7639 -1.5777
O 2.7821 0.6397 -2.1157
C -3.3817 0.6873 -1.2908
O -4.4863 0.3777 -1.3040
H -0.8127 0.2197 -2.4415
N 0.0661 -1.2413 1.7351
C 1.0496 -1.7622 2.4863
C 2.1555 -0.9349 2.3757
C 1.7912 0.0919 1.5107
N 0.5379 -0.1505 1.0226
H -0.8225 -1.6722 1.5249
H 0.9410 -2.6994 3.0324
H 3.0838 -1.0906 2.8722
H 2.3632 0.9485 1.1664
*
```


Record 4
Formula: C29H38F3IN3O6S2
Source: OMol25
Level of theory: wB97M-V/def2-TZVPD

Properties
E_tot	-85339.1384	eV
maximum force	11.55	eV/Å
orbital gap	2.2	eV
LUMO	-6.93	eV
highest occupied orbital energy	-9.12	eV

Structure (ORCA input):
```
! wB97M-V def2-TZVPD RIJCOSX def2/J DEFGRID3
* xyz 1 1
O 3.7390 -1.5886 4.5039
S 2.6709 -2.7403 4.3472
O 1.4592 -2.0930 3.6335
S 3.5192 -4.3074 3.2017
I 5.9331 -4.1352 3.6972
C 3.2080 -4.0750 1.3530
C 4.4206 -3.2044 0.5979
C 4.4156 -1.7288 1.3139
C 4.5555 -0.4644 0.2277
C 4.2860 0.9011 1.1558
C 3.7250 2.1756 0.2917
C 2.5417 2.8815 1.2367
C 1.1120 2.1815 0.8375
C 0.1834 2.0509 2.2155
C -1.4231 2.2331 1.8256
C -1.8836 0.8699 0.9824
C -2.2179 -0.2677 2.1213
N -2.7041 -1.5926 1.5721
C -1.7134 -2.7251 1.7570
C -2.4080 -4.0875 1.1632
C -3.8660 -3.5785 0.6110
C -4.0084 -1.9362 0.8863
C 2.0650 -3.2792 6.0528
F 2.2660 -4.7246 6.3096
F 2.7960 -2.3911 7.0328
F 0.6196 -2.8568 6.1738
H 3.1947 -5.1358 0.8275
H 2.1713 -3.5085 1.1927
H 4.1995 -3.1702 -0.5749
H 5.4661 -3.7728 0.6839
H 5.2653 -1.5670 2.1077
H 3.3239 -1.5924 1.7780
H 5.6398 -0.3839 -0.2307
H 3.7602 -0.5791 -0.6228
H 3.4416 0.6128 1.9482
H 5.2723 1.0992 1.7534
H 4.6064 2.9767 0.2672
H 3.3478 1.9139 -0.7907
H 2.4890 4.0440 1.1153
H 2.7412 2.6379 2.3854
H 0.4984 2.7516 0.0186
H 1.2789 1.0812 0.4172
H 0.3443 0.9713 2.6403
H 0.5545 2.8055 3.0301
H -1.6282 3.2182 1.2051
H -2.0572 2.3570 2.8270
H -2.8685 1.1139 0.3566
H -1.0603 0.5262 0.2218
H -1.2677 -0.4984 2.7805
H -3.1119 0.1751 2.7747
H -0.6400 -2.7435 2.2231
H -1.8925 -5.1378 1.1964
H -4.6794 -4.2640 0.1220
H -4.8855 -1.2057 0.6277
C 0.1413 8.4930 -2.9553
C -0.7195 8.1327 -1.9174
C -0.8209 6.7969 -1.5241
C -0.0485 5.8263 -2.1769
C 0.8108 6.1841 -3.2243
C 0.9015 7.5228 -3.6107
N -0.1316 4.4241 -1.7511
O -0.9175 4.1447 -0.8335
O 0.5916 3.6009 -2.3303
H 0.2212 9.5366 -3.2547
H -1.3099 8.8943 -1.4124
H -1.4963 6.5323 -0.7134
H 1.4122 5.4405 -3.7429
H 1.5679 7.8111 -4.4206
C -4.2368 -4.6379 -5.9977
C -3.8496 -3.2977 -5.9520
C -4.2528 -2.4887 -4.8879
C -5.0435 -3.0359 -3.8679
C -5.4399 -4.3790 -3.9152
C -5.0329 -5.1775 -4.9859
N -5.4493 -2.1973 -2.7337
O -5.0943 -1.0091 -2.7378
O -6.1198 -2.7260 -1.8354
H -3.9152 -5.2662 -6.8265
H -3.2304 -2.8841 -6.7450
H -3.9427 -1.4462 -4.8668
H -6.0576 -4.8153 -3.1329
H -5.3329 -6.2221 -5.0302
*
```


Record 5
Formula: C22H21N2O4RuS
Source: OMol25
Level of theory: wB97M-V/def2-TZVPD

Properties
E_tot	-47735.3461	eV
maximum force	0.96	eV/Å
orbital gap	6.6	eV
LUMO	-5.41	eV
highest occupied orbital energy	-11.98	eV

Structure (ORCA input):
```
! wB97M-V def2-TZVPD RIJCOSX def2/J DEFGRID3
* xyz 1 1
Ru 1.6241 -0.6734 -0.3569
O 5.2883 -1.7653 0.5167
C 4.1084 -1.5527 0.4619
O 3.3735 -1.5199 -0.6255
C 3.3179 -1.3069 1.7262
C 3.8735 -1.4499 2.9792
C 3.0566 -1.2710 4.0852
C 1.7158 -0.9488 3.9048
C 1.2304 -0.7962 2.6240
N 2.0258 -0.9710 1.5615
H 4.9209 -1.7054 3.0530
H 3.4577 -1.3843 5.0835
H 1.0540 -0.8094 4.7470
H 0.2014 -0.5312 2.4193
O -6.1585 -2.3951 0.3625
C -5.5394 -1.5924 -0.5215
O -6.1352 -0.7427 -1.1138
C -4.0601 -1.7938 -0.7039
C -3.5315 -1.5878 -1.9737
C -2.1665 -1.6741 -2.1787
C -1.3225 -1.9464 -1.1032
S 0.4052 -2.1608 -1.3933
C -1.8508 -2.1785 0.1637
C -3.2199 -2.0996 0.3622
H -5.5864 -3.1163 0.6498
H -4.2020 -1.3463 -2.7876
H -1.7498 -1.5320 -3.1674
H -1.1909 -2.4314 0.9843
H -3.6250 -2.2542 1.3552
C -2.4800 1.5578 -0.1410
N -1.1988 1.8827 -0.7447
C -1.0628 1.5924 -2.1627
C -0.0822 1.5947 0.0459
C 1.2241 2.1114 -0.4928
C 1.5427 3.4472 -0.6435
C 2.7732 3.7803 -1.2052
C 3.6733 2.8010 -1.6178
C 3.3613 1.4567 -1.4743
C 2.1374 1.1385 -0.8840
H -3.2839 1.9748 -0.7436
H -2.5352 2.0073 0.8513
H -2.6415 0.4785 -0.0463
H -2.0430 1.6396 -2.6304
H -0.6345 0.5944 -2.3399
H -0.4164 2.3265 -2.6434
H 0.0715 0.4233 0.2086
H -0.2627 1.9162 1.0759
H 0.8406 4.2168 -0.3478
H 3.0313 4.8235 -1.3319
H 4.6198 3.0878 -2.0557
H 4.0503 0.6856 -1.7915
*
```


Record 6
Formula: C31H86AsCsF6N6O11
Source: OMol25
Level of theory: wB97M-V/def2-TZVPD

Properties
E_tot	-142696.0053	eV
maximum force	2.96	eV/Å
orbital gap	8.1	eV
LUMO	-0.64	eV
highest occupied orbital energy	-8.78	eV

Structure (ORCA input):
```
! wB97M-V def2-TZVPD RIJCOSX def2/J DEFGRID3
* xyz 0 1
Cs 3.7422 -22.3844 3.9021
As 0.3007 -22.7014 1.2088
F 0.3994 -24.3959 0.9017
F 0.5849 -22.3375 -0.4254
F 0.2815 -20.9983 1.5402
F 0.0481 -23.0723 2.8860
F 2.0274 -22.6887 1.5116
F -1.4056 -22.7439 0.9357
C -6.0540 -20.9306 1.9395
C -4.8238 -21.8487 1.9626
C -4.1293 -21.7668 3.3323
O -4.0110 -20.4220 3.7534
C -3.5560 -20.2825 5.0834
N -5.2774 -23.2099 1.6433
H -5.7631 -19.8976 2.1161
H -6.7896 -21.2744 2.6695
H -6.5301 -21.0172 0.9616
H -4.1028 -21.5248 1.2106
H -3.1170 -22.1865 3.1971
H -4.6630 -22.3897 4.0673
H -2.7057 -20.9357 5.3201
H -4.3647 -20.4444 5.8006
H -3.1735 -19.2608 5.1281
H -4.3946 -23.7608 1.6304
H -5.7452 -23.6797 2.4184
C 3.8000 -19.0838 -5.0454
C 4.9899 -19.3814 -4.1508
C 4.6051 -20.2226 -2.9652
O 3.7404 -21.2628 -3.4376
C 3.4049 -22.2145 -2.4758
N 6.0756 -20.0817 -4.8712
H 3.2095 -19.9466 -5.3353
H 4.0454 -18.4351 -5.8851
H 3.1035 -18.4873 -4.4293
H 5.3649 -18.4389 -3.7425
H 4.0081 -19.6809 -2.2205
H 5.4642 -20.7205 -2.5022
H 3.0742 -21.8399 -1.5039
H 4.2578 -22.8980 -2.3343
H 2.6192 -22.8319 -2.9097
H 6.1546 -19.6498 -5.7915
H 5.7173 -21.0031 -5.1277
C 2.8037 -25.9902 -0.9629
C 3.8240 -26.1437 -2.0811
C 4.4852 -27.5119 -1.9771
O 5.0541 -27.6701 -0.7255
C 6.1717 -28.5449 -0.7173
N 3.1660 -25.9500 -3.3537
H 2.1425 -25.1701 -1.2467
H 3.2503 -25.7232 -0.0076
H 2.2070 -26.8965 -0.8414
H 4.6206 -25.4058 -1.9730
H 5.2579 -27.5953 -2.7663
H 3.7963 -28.3154 -2.2901
H 6.9131 -28.2162 -1.4514
H 5.8955 -29.5745 -1.0014
H 6.4863 -28.6068 0.3213
H 3.7743 -25.7510 -4.1306
H 2.4300 -26.5887 -3.6052
C -0.1164 -18.5302 4.3613
C 1.2713 -19.0172 4.7306
C 1.5314 -18.8387 6.2265
O 1.1361 -17.5972 6.6652
C 1.5870 -17.3184 7.9557
N 1.4454 -20.4663 4.4131
H -0.8448 -18.9687 5.0593
H -0.3907 -18.8251 3.3473
H -0.2639 -17.4599 4.4972
H 2.0435 -18.4151 4.2401
H 2.5624 -19.1573 6.4438
H 0.8851 -19.5792 6.7472
H 1.1334 -16.4240 8.3777
H 2.6764 -17.1622 7.9813
H 1.3785 -18.1304 8.6713
H 1.1646 -20.9383 5.2753
H 0.6851 -20.6532 3.7605
C -0.5122 -19.3529 -1.5243
C -0.8676 -18.4765 -0.3258
C -2.3260 -18.7136 0.0151
O -2.6480 -17.9995 1.1794
C -3.9297 -18.2938 1.6692
N -0.0237 -18.8278 0.8592
H -1.2505 -19.2006 -2.3169
H -0.4896 -20.4209 -1.3076
H 0.4448 -19.0168 -1.9293
H -0.7451 -17.4197 -0.5713
H -2.4415 -19.7929 0.2232
H -3.0389 -18.4293 -0.7685
H -4.1010 -17.6726 2.5480
H -4.0583 -19.3440 1.9571
H -4.7052 -18.0157 0.9399
H -0.6915 -18.9532 1.6269
H 0.2384 -19.8087 0.7161
C -2.2738 -25.3034 3.9926
C -3.2108 -26.0420 3.0588
C -4.5720 -26.3360 3.6246
O -4.4062 -27.2255 4.6954
C -5.3864 -27.0406 5.6766
N -3.2665 -25.4228 1.6942
H -1.7177 -25.9628 4.6593
H -2.7371 -24.6194 4.7152
H -1.5806 -24.7077 3.4013
H -2.7035 -26.9964 2.8439
H -5.2508 -26.7136 2.8510
H -4.9689 -25.3802 3.9971
H -5.2234 -26.1238 6.2565
H -5.3432 -27.8657 6.3904
H -6.3995 -27.0438 5.2598
H -3.6445 -26.1259 1.0671
H -2.2990 -25.2755 1.4183
C 3.6916 -26.2397 3.0568
C 2.1923 -26.4776 3.0995
C 1.9121 -27.6938 3.9632
O 1.6664 -25.3456 3.8395
H 3.9841 -25.5049 2.2975
H 4.2739 -27.1238 2.7761
H 4.0721 -25.9406 4.0358
H 1.7753 -26.5656 2.0984
H 0.8556 -27.9611 3.9765
H 2.2617 -27.5814 4.9919
H 2.4920 -28.5618 3.6238
H 0.9646 -24.9366 3.3161
C 3.1718 -18.7652 0.5336
C 3.1715 -17.4789 1.3318
O 1.8965 -16.9261 1.4867
O 3.2935 -19.9422 1.3437
H 4.1016 -18.7264 -0.0655
H 2.4381 -18.8880 -0.2617
H 3.9341 -16.7660 1.0203
H 3.4701 -17.7704 2.3546
H 1.2047 -17.6178 1.3028
H 2.4281 -20.3547 1.2249
C -3.7447 -23.7954 -1.4710
C -4.0642 -24.2772 -2.8632
O -5.3645 -23.8243 -3.2625
O -2.3060 -23.8229 -1.3124
H -4.2416 -24.4543 -0.7543
H -4.0515 -22.7726 -1.2305
H -3.9941 -25.3632 -2.8898
H -3.3663 -23.8988 -3.6154
H -5.2238 -22.9281 -3.5769
H -2.1385 -23.9109 -0.3632
*
```


Record 7
Formula: C34H34BBaN14O2S
Source: OMol25
Level of theory: wB97M-V/def2-TZVPD

Properties
E_tot	-72975.5975	eV
maximum force	1.88	eV/Å
energy relative to the best compared isomer or geometry (same formula, charge and spin)	0.338	eV
orbital gap (spin up / spin down)	6.4 / 3.8	eV
LUMO (spin up / spin down)	-0.19 / -2.71	eV
highest occupied orbital energy (spin up / spin down)	-6.54 / -6.54	eV

Structure (ORCA input):
```
! wB97M-V def2-TZVPD RIJCOSX def2/J DEFGRID3
* xyz 0 2
Ba -0.4512 0.1882 -0.2194
C 2.2657 -3.9384 1.0619
C 1.4944 -3.1845 0.1678
N 1.4381 -1.9196 0.5510
N 2.1558 -1.8225 1.6820
C 2.6690 -3.0272 2.0147
B 2.3924 -0.4318 2.3072
N 2.8798 0.4778 1.1699
C 4.1196 0.4401 0.6365
C 4.1191 1.2049 -0.5081
C 2.7966 1.6499 -0.6195
N 2.0597 1.2015 0.3882
N 1.1088 0.0895 2.9794
C 1.0239 0.6857 4.1851
C -0.3035 0.9644 4.4380
C -0.9753 0.4893 3.3106
N -0.1196 -0.0429 2.4450
N 3.4755 -0.4593 3.3955
C 4.3105 0.5514 3.7502
C 4.8552 0.2438 4.9722
C 4.2901 -1.0015 5.2954
N 3.4523 -1.4015 4.3577
H 2.5007 -4.9875 1.0208
H 0.9653 -3.5072 -0.7157
H 3.2646 -3.1424 2.9012
H 4.9123 -0.1175 1.1046
H 4.9490 1.4096 -1.1604
H 2.3533 2.2692 -1.3829
H 1.8964 0.8666 4.7884
H -0.7177 1.4376 5.3095
H -2.0282 0.5103 3.0720
H 4.4392 1.4182 3.1260
H 5.5623 0.8228 5.5389
H 4.4523 -1.6117 6.1685
O 0.3433 -0.1641 -2.4432
N -0.0330 -0.9886 -3.3513
C 0.7373 -2.0643 -3.6084
C 0.3917 -2.9963 -4.5562
C -0.7906 -2.8214 -5.2847
C -1.5678 -1.7224 -5.0180
C -1.2073 -0.7855 -4.0315
S -2.1833 0.5181 -3.6068
H 1.6286 -2.1103 -2.9990
H 1.0399 -3.8422 -4.7282
H -1.0862 -3.5352 -6.0404
H -2.4953 -1.5380 -5.5388
C -0.2427 4.1177 -0.6277
N -1.0575 2.9623 -0.3126
C -2.2655 3.1713 0.0708
C -3.1931 2.1642 0.4118
C -4.5127 2.3763 0.8783
C -5.0339 1.1192 1.1160
C -4.0089 0.2079 0.7813
N -2.9054 0.8252 0.3595
C -0.1327 4.3394 -2.1253
C -0.3475 5.6018 -2.6656
C -0.2429 5.8190 -4.0319
C 0.0767 4.7699 -4.8775
C 0.2870 3.5052 -4.3485
C 0.1826 3.2907 -2.9836
H 0.7550 3.9491 -0.2090
H -0.6472 5.0319 -0.1713
H -2.6385 4.2011 0.1738
H -4.9975 3.3298 1.0167
H -6.0208 0.8777 1.4781
H -4.0432 -0.8736 0.8323
H -0.6047 6.4266 -2.0116
H -0.4170 6.8090 -4.4340
H 0.1571 4.9356 -5.9441
H 0.5320 2.6778 -5.0038
H 0.3234 2.2930 -2.5907
C -3.3654 -4.5303 -2.1842
N -2.7573 -4.1748 -0.9153
C -2.6220 -5.0615 0.0940
C -2.0187 -4.7204 1.2550
C -1.5571 -3.3700 1.3753
N -1.7070 -2.5042 0.3865
C -2.2412 -2.8654 -0.7928
O -2.2873 -2.1203 -1.7634
N -0.9801 -2.9460 2.5000
H -3.8207 -5.5148 -2.1078
H -2.6178 -4.5296 -2.9788
H -4.1256 -3.7924 -2.4367
H -3.0211 -6.0505 -0.0862
H -1.9117 -5.4269 2.0625
H -0.7274 -3.5901 3.2261
H -0.6107 -1.9983 2.5080
*
```


Record 8
Formula: C10H12N2O7
Source: OMol25
Level of theory: wB97M-V/def2-TZVPD

Properties
E_tot	-27876.1181	eV
maximum force	3.85	eV/Å
energy relative to the best compared isomer or geometry (same formula, charge and spin)	0.000	eV
orbital gap	9.8	eV
LUMO	0.19	eV
SMILES	CC(=O)N[C@H]1CON([C@@]2(C(=O)O)CCC(=O)O2)C1=O
highest occupied orbital energy	-9.60	eV

Structure (ORCA input):
```
! wB97M-V def2-TZVPD RIJCOSX def2/J DEFGRID3
* xyz 0 1
O 1.3324 4.2315 -0.7113
O 0.0533 -3.9624 3.1986
O 0.5328 -0.6370 -1.8670
O -1.8031 0.0566 0.1632
O -2.5895 -2.0716 0.0207
O 1.0774 0.3168 1.4190
O -0.0627 -2.0392 1.9951
C 0.2832 3.7180 -1.0624
C -0.0498 -3.3590 2.1578
C 0.8982 -0.0538 -0.8512
C -1.6273 -1.1611 0.2955
N 0.1779 2.3250 -1.0445
N 0.8120 -0.6510 0.3854
C -0.9391 4.6184 -1.2620
C -0.0054 -4.1287 0.8561
C 1.6609 1.4792 0.8063
C 0.1691 -3.0066 -0.1527
C 1.2850 1.4276 -0.6665
C -0.1936 -1.7012 0.6040
H -3.3522 -1.5095 -0.1847
H -0.7518 1.8748 -1.0816
H -0.7093 5.6628 -1.1020
H -1.6956 4.3113 -0.5469
H -1.2983 4.4757 -2.2891
H 0.8799 -4.7646 0.7839
H -0.9162 -4.7160 0.7920
H 1.2990 2.3491 1.2754
H 2.7451 1.4346 0.9098
H -0.5269 -3.1625 -1.0228
H 1.1957 -3.0385 -0.5269
H 2.1191 1.6813 -1.2912
*
```